This record from the OMol25 dataset describes C40H32F9OP2Yb as an isolated structure. The level of theory is wB97M-V/def2-TZVPD.

ORCA input file:
```
! RIJCOSX wB97M-V def2-TZVPD def2/J DEFGRID3
* xyz 2 2
C -1.918 1.920 1.814
C -0.506 1.981 1.748
C 0.137 3.216 1.549
C -0.599 4.392 1.488
C -2.002 4.329 1.557
C -2.655 3.099 1.679
P 0.484 0.461 1.772
C 2.030 0.995 2.607
C 3.268 1.147 1.943
C 4.397 1.560 2.658
C 4.302 1.855 4.021
C 3.080 1.715 4.674
C 1.968 1.246 3.978
Yb 1.643 -0.370 -0.555
P -0.834 0.090 -1.880
C -0.629 1.853 -2.394
C -1.728 2.690 -2.617
C -1.579 4.077 -2.573
C -0.314 4.659 -2.415
C 0.808 3.838 -2.319
C 0.650 2.453 -2.292
C -0.265 -0.845 -3.308
C 0.039 -2.212 -3.153
C 0.619 -2.901 -4.201
C 0.932 -2.248 -5.392
C 0.636 -0.895 -5.547
C 0.022 -0.191 -4.516
C -2.564 -0.519 -1.739
C -3.049 -1.140 -0.556
C -4.411 -1.413 -0.413
C -5.315 -1.048 -1.419
C -4.845 -0.405 -2.567
C -3.476 -0.187 -2.752
C -0.355 -0.633 2.952
C -1.165 -0.112 3.965
C -1.840 -0.972 4.834
C -1.655 -2.352 4.742
C -0.792 -2.880 3.776
C -0.175 -2.027 2.860
H -0.144 -2.711 -2.202
H 0.824 -3.967 -4.099
H 1.419 -2.791 -6.200
H 0.900 -0.366 -6.460
H -0.179 0.876 -4.615
H -2.691 2.225 -2.860
H -2.463 4.702 -2.662
H -0.208 5.743 -2.324
H 1.809 4.273 -2.238
H 1.540 1.824 -2.159
H -2.370 -1.346 0.277
H -4.782 -1.924 0.481
H -6.373 -1.297 -1.328
H -5.552 -0.092 -3.337
H -3.100 0.274 -3.665
H -1.284 0.972 4.052
H -2.504 -0.547 5.586
H -2.167 -3.013 5.442
H -0.590 -3.949 3.736
H 0.439 -2.441 2.066
H 3.391 0.919 0.869
H 5.364 1.621 2.162
H 5.188 2.157 4.585
H 2.993 1.932 5.741
H 1.037 1.040 4.513
H 1.224 3.283 1.549
H -0.071 5.333 1.376
H -2.573 5.247 1.473
H -3.746 3.041 1.664
H -2.448 0.957 1.859
H -2.245 1.524 -0.458
H -1.701 1.010 -0.201
F 2.966 -3.172 -2.692
C 3.423 -2.800 -1.472
F 4.704 -3.186 -1.346
F 3.456 -1.379 -1.530
C 2.455 -3.251 -0.321
O 1.337 -2.439 -0.253
C 1.913 -4.683 -0.585
F 2.918 -5.564 -0.834
F 1.197 -5.145 0.473
F 1.075 -4.702 -1.661
C 3.162 -3.167 1.053
F 4.224 -3.976 1.240
F 3.604 -1.864 1.234
F 2.282 -3.403 2.067
*
```

E_LUMO (alpha / beta) (hartree): -0.24113 / -0.29315
HOMO (alpha / beta) (Ha): -0.5136 / -0.5138
ΔE to the lowest compared entry with this formula, charge and spin (kcal/mol): 0.0
⟨S²⟩: 0.751